1.
Here is a molecular structure, C7H7O6RuS in a non-equilibrium geometry from the Open Molecules 2025 dataset. Energies are from the ωB97M-V functional and the def2-TZVPD basis.

Each line ends with the Mulliken spin population.
Geometry (Å):
1 O -2.144 -5.409 1.111  0.00
2 C -1.677 -4.376 1.057  0.00
3 Ru 0.052 0.169 -0.107  2.73
4 O 1.670 -2.097 1.239  0.10
5 C 1.087 -1.225 0.742  -0.02
6 C 1.557 1.323 -0.128  0.00
7 O 2.505 1.996 -0.086  0.06
8 C -0.217 3.719 -1.267  0.03
9 O -1.164 4.172 -1.682  0.00
10 C 0.195 -0.227 -1.928  -0.16
11 O 0.467 -0.397 -3.039  0.16
12 H -0.683 -1.121 -0.059  0.05
13 C -1.538 -0.530 3.284  0.09
14 S -2.116 0.692 2.112  0.39
15 C -2.523 2.019 3.303  0.08
16 O -0.806 1.277 1.475  0.46
17 H -2.380 -0.766 3.940  0.00
18 H -0.697 -0.106 3.841  0.02
19 H -1.226 -1.414 2.718  0.01
20 H -1.629 2.269 3.892  0.02
21 H -2.878 2.883 2.724  0.00
22 H -3.328 1.610 3.928  0.00

Its total energy is -1213.94853 hartree. Its energy above the lowest of the compared OMol25 structures with the same formula, charge and spin is 205.06 kJ/mol. Its net charge is +3. The spin multiplicity is 5. The calculation puts the gap between HOMO and LUMO (alpha / beta) at 0.314 / 0.128 Ha.

---

2.
Here is C7H8 in the gas phase in a non-equilibrium geometry from the Open Molecules 2025 dataset. Energies are from the ωB97M-V functional and the def2-TZVPD basis.

Each line ends with the natural charge from an NBO analysis.
Geometry (Å):
1 C -2.053 0.917 1.671  -0.21
2 C -1.226 1.142 0.826  -0.02
3 C -0.205 0.466 0.058  -0.12
4 C 1.320 0.624 0.036  -0.37
5 C 1.011 -0.678 -0.755  -0.20
6 C 0.023 -1.036 0.373  -0.36
7 C -0.160 0.089 -1.429  -0.37
8 H -2.645 0.393 2.377  0.23
9 H 1.813 0.510 1.008  0.20
10 H 1.697 1.486 -0.521  0.20
11 H 1.726 -1.344 -1.237  0.21
12 H -0.812 -1.704 0.130  0.20
13 H 0.432 -1.255 1.366  0.20
14 H 0.087 0.902 -2.118  0.20
15 H -1.006 -0.510 -1.785  0.20

Its total energy is -271.35605 hartree. Its energy above the lowest of the compared OMol25 structures with the same formula, charge and spin is 460.50 kJ/mol. Its net charge is 0. The calculation puts the gap between HOMO and LUMO at 0.389 Ha.

---

3.
Here is C7H8 in the gas phase in a non-equilibrium geometry from the Open Molecules 2025 dataset. Energies are from the ωB97M-V functional and the def2-TZVPD basis.

Each line ends with the natural charge from an NBO analysis.
Geometry (Å):
1 C 0.453 -0.417 1.488  -0.14
2 C 0.488 -1.271 0.473  -0.27
3 C -0.826 -1.345 -1.867  -0.17
4 C 0.419 -1.125 -2.222  -0.17
5 C -0.020 0.994 1.243  -0.48
6 C -0.233 1.225 -0.225  -0.43
7 C 0.059 -0.790 -0.831  -0.01
8 H 0.731 -0.694 2.495  0.20
9 H 0.817 -2.295 0.592  0.21
10 H -1.809 -1.677 -2.103  0.23
11 H 1.174 -1.144 -2.973  0.23
12 H -0.957 1.143 1.792  0.21
13 H 0.715 1.690 1.662  0.21
14 H -1.237 1.442 -0.553  0.19
15 H 0.539 1.765 -0.750  0.20

Its total energy is -271.35277 hartree. Its energy above the lowest of the compared OMol25 structures with the same formula, charge and spin is 469.14 kJ/mol. Its net charge is 0. The calculation puts the gap between HOMO and LUMO at 0.328 Ha.

---

4.
Here is C7H8 in the gas phase in a non-equilibrium geometry from the Open Molecules 2025 dataset. Energies are from the ωB97M-V functional and the def2-TZVPD basis.

Each line ends with the natural charge from an NBO analysis.
Geometry (Å):
1 C -1.553 1.421 -0.048  -0.62
2 C -0.288 0.559 0.153  0.02
3 C 1.310 0.191 0.802  -0.19
4 C 1.510 -0.593 -0.464  -0.25
5 C 0.872 -1.245 0.733  -0.25
6 C -0.511 -0.919 0.197  -0.24
7 C 0.145 -0.247 -1.030  -0.24
8 H -2.229 0.886 -0.752  0.22
9 H -2.154 1.569 0.855  0.21
10 H -1.376 2.394 -0.518  0.21
11 H 2.200 0.433 1.408  0.23
12 H 2.411 -0.892 -0.980  0.22
13 H 1.212 -2.112 1.281  0.22
14 H -1.447 -1.426 0.405  0.22
15 H -0.124 -0.063 -2.065  0.22

Its total energy is -271.32417 hartree. Its energy above the lowest of the compared OMol25 structures with the same formula, charge and spin is 544.21 kJ/mol. As for the structure (SMILES): C[C@@]12[C@@H]3[C@H]4[C@@H]3[C@@H]1[C@H]42. Its net charge is 0. The calculation puts the gap between HOMO and LUMO at 0.358 Ha.

---

5.
Here is C7H8 in the gas phase from the Open Molecules 2025 dataset. Energies are from the ωB97M-V functional and the def2-TZVPD basis.

Each line ends with the natural charge from an NBO analysis.
Geometry (Å):
1 C -0.117 -1.563 -0.573  -0.60
2 C -0.277 -0.128 -0.110  -0.10
3 C 0.221 0.971 -0.945  -0.31
4 C 0.993 0.657 0.374  -0.39
5 C 2.269 0.106 0.073  -0.11
6 C -1.439 0.146 0.714  -0.01
7 C -2.402 0.365 1.405  -0.21
8 H -0.943 -1.837 -1.236  0.22
9 H 0.832 -1.675 -1.099  0.25
10 H -0.123 -2.240 0.287  0.22
11 H 0.777 1.368 1.174  0.21
12 H 0.740 0.722 -1.863  0.24
13 H -0.294 1.926 -0.931  0.24
14 H 3.015 0.619 0.711  0.11
15 H -3.253 0.563 2.020  0.24

Its total energy is -271.30348 hartree. Its energy above the lowest of the compared OMol25 structures with the same formula, charge and spin is 598.54 kJ/mol. Its net charge is 0. The calculation puts the gap between HOMO and LUMO at 0.307 Ha.

---

6.
Here is C7H8 in the gas phase from the Open Molecules 2025 dataset. Energies are from the ωB97M-V functional and the def2-TZVPD basis.

Each line ends with the natural charge from an NBO analysis.
Geometry (Å):
1 C -1.443 -0.238 1.660  -0.64
2 C -0.288 -0.172 0.678  0.01
3 C 0.866 0.427 -1.776  -0.21
4 C 0.543 -0.891 -1.474  -0.22
5 C 1.084 1.270 -0.692  -0.22
6 C 0.521 0.963 0.543  -0.23
7 C -0.024 -1.195 -0.241  -0.23
8 H -1.221 -0.702 2.625  0.22
9 H -1.827 0.773 1.850  0.22
10 H -2.276 -0.790 1.206  0.22
11 H 1.000 0.765 -2.802  0.21
12 H 0.827 -1.659 -2.185  0.22
13 H 1.767 2.101 -0.826  0.22
14 H 0.734 1.565 1.423  0.22
15 H -0.234 -2.224 0.042  0.22

Its total energy is -271.49777 hartree. Its energy above the lowest of the compared OMol25 structures with the same formula, charge and spin is 88.43 kJ/mol. As for the structure (SMILES): Cc1ccccc1. Its net charge is 0. The calculation puts the gap between HOMO and LUMO at 0.355 Ha.

---

7.
Here is C7H8 in the gas phase in a non-equilibrium geometry from the Open Molecules 2025 dataset. Energies are from the ωB97M-V functional and the def2-TZVPD basis.

Each line ends with the natural charge from an NBO analysis.
Geometry (Å):
1 C -0.842 0.337 0.643  0.09
2 C 0.706 2.070 -1.298  -0.04
3 C -0.985 -0.995 0.387  -0.11
4 C -1.869 -1.977 0.336  -0.40
5 C 0.375 -0.654 -0.367  -0.39
6 C 0.674 0.424 0.608  -0.33
7 C 1.153 1.622 -0.030  -0.59
8 H -1.726 -2.909 -0.126  0.20
9 H -2.555 -2.096 1.151  0.21
10 H 1.029 -1.535 -0.469  0.26
11 H 0.129 -0.341 -1.323  0.22
12 H 1.273 0.142 1.393  0.23
13 H 2.190 1.827 0.249  0.22
14 H 0.677 2.439 0.400  0.31
15 H -0.227 1.647 -1.555  0.10

Its total energy is -271.16391 hartree. Its energy above the lowest of the compared OMol25 structures with the same formula, charge and spin is 964.99 kJ/mol. Its net charge is 0. The calculation puts the gap between HOMO and LUMO (alpha / beta) at 0.274 / 0.274 Ha.

---

8.
Here is C7H8 in the gas phase in a non-equilibrium geometry from the Open Molecules 2025 dataset. Energies are from the ωB97M-V functional and the def2-TZVPD basis.

Each line ends with the natural charge from an NBO analysis.
Geometry (Å):
1 C -0.910 -0.154 -0.120  -0.29
2 C -2.070 -0.545 -0.803  0.07
3 C 0.387 0.594 -0.189  0.09
4 C 0.632 -0.674 -0.108  0.13
5 C -2.268 0.039 0.594  -0.55
6 C 0.802 1.997 -0.295  -0.66
7 C 1.336 -1.946 -0.058  -0.66
8 H -2.517 1.079 0.734  0.22
9 H -2.648 -0.636 1.352  0.21
10 H 1.736 2.077 -0.853  0.24
11 H 0.953 2.419 0.700  0.24
12 H 0.029 2.572 -0.805  0.24
13 H 2.403 -1.773 0.076  0.23
14 H 1.171 -2.491 -0.988  0.25
15 H 0.964 -2.559 0.761  0.24

Its total energy is -271.27416 hartree. Its energy above the lowest of the compared OMol25 structures with the same formula, charge and spin is 675.51 kJ/mol. Its net charge is 0. The calculation puts the gap between HOMO and LUMO at 0.296 Ha.

---

9.
Here is a gas-phase ion, C7H8 (charge +1) in a non-equilibrium geometry from the Open Molecules 2025 dataset. Energies are from the ωB97M-V functional and the def2-TZVPD basis.

Each line ends with the Mulliken spin population.
Geometry (Å):
1 C 1.685 -0.092 -1.349  0.02
2 C -0.633 -0.738 -0.720  0.15
3 C 0.561 0.024 -0.437  0.25
4 C 0.584 0.882 0.689  0.08
5 C -0.447 0.831 1.581  0.09
6 C -1.591 0.056 1.285  0.31
7 C -1.745 -0.586 0.038  0.00
8 H 2.103 -1.110 -1.250  0.05
9 H 1.453 -0.049 -2.415  0.03
10 H 2.548 0.524 -1.124  0.00
11 H -0.626 -1.375 -1.601  0.00
12 H 1.450 1.480 0.929  0.00
13 H -0.347 1.433 2.471  0.00
14 H -2.388 -0.053 2.017  0.01
15 H -2.607 -1.226 -0.115  0.00

Its total energy is -271.20730 hartree. Its energy above the lowest of the compared OMol25 structures with the same formula, charge and spin is 1.27 kJ/mol. Its net charge is +1. The spin multiplicity is 2. The calculation puts the gap between HOMO and LUMO (alpha / beta) at 0.388 / 0.257 Ha.

---

10.
Here is C7H8Br2Cl2O2 in the gas phase in a non-equilibrium geometry from the Open Molecules 2025 dataset. Energies are from the ωB97M-V functional and the def2-TZVPD basis.

Each line ends with the natural charge from an NBO analysis.
Geometry (Å):
1 C 0.853 1.084 -0.214  -0.31
2 C -0.381 0.717 0.098  0.00
3 C 1.514 -1.531 -0.693  -0.46
4 C -0.879 -0.658 -0.161  0.01
5 C 1.972 0.239 -0.589  -0.07
6 C 0.280 -1.698 0.199  -0.01
7 C -1.539 1.617 0.464  -0.09
8 O -2.100 -1.011 0.383  -0.69
9 O -1.276 2.816 1.136  -0.70
10 Cl 2.622 0.724 -2.215  -0.02
11 Cl 0.593 -1.693 2.015  -0.02
12 Br 3.298 0.544 0.792  0.08
13 Br -0.377 -3.558 -0.339  0.01
14 H 1.193 2.066 -0.308  0.24
15 H 1.245 -1.727 -1.783  0.25
16 H 2.281 -2.243 -0.436  0.25
17 H -1.022 -0.604 -1.335  0.22
18 H -2.118 1.116 1.201  0.19
19 H -2.124 1.822 -0.398  0.18
20 H -1.950 -1.339 1.254  0.48
21 H -2.087 3.317 0.928  0.47

Its total energy is -6490.34651 hartree. Its energy above the lowest of the compared OMol25 structures with the same formula, charge and spin is 0.00 kJ/mol. As for the structure (SMILES): OCC1=C[C@@](Cl)(Br)C[C@](Cl)(Br)[C@H]1O. Its net charge is 0. The calculation puts the gap between HOMO and LUMO at 0.361 Ha.

---

11.
Here is a molecular structure, C7H8BrN2O in a non-equilibrium geometry from the Open Molecules 2025 dataset. Energies are from the ωB97M-V functional and the def2-TZVPD basis.

Each line ends with the natural charge from an NBO analysis.
Geometry (Å):
1 C -1.862 0.082 -1.634  -0.47
2 C 0.652 -0.809 0.891  -0.10
3 C -2.457 1.120 -0.878  0.24
4 C -0.175 0.172 0.506  -0.18
5 C -0.927 -0.684 -1.103  0.57
6 C 0.648 -1.965 -0.080  -0.13
7 C -0.613 1.482 0.653  0.46
8 N -1.772 1.791 0.027  -0.48
9 N 0.109 2.431 1.244  -0.68
10 O -0.278 -1.729 -1.110  -0.40
11 Br 3.841 -1.031 0.181  -0.17
12 H -2.273 -0.292 -2.630  0.27
13 H 1.311 -0.849 1.766  0.27
14 H -3.457 1.502 -1.251  0.25
15 H 1.673 -1.910 -0.513  0.26
16 H 0.330 -2.930 0.307  0.25
17 H 1.037 2.239 1.478  0.41
18 H -0.250 3.353 1.277  0.43
19 H 4.463 -1.974 0.869  0.20

Its total energy is -3029.92703 hartree. Its energy above the lowest of the compared OMol25 structures with the same formula, charge and spin is 295.51 kJ/mol. Its net charge is +1. The calculation puts the gap between HOMO and LUMO at 0.301 Ha.

---

12.
Here is a molecular structure, C7H8BrO2S2 in a non-equilibrium geometry from the Open Molecules 2025 dataset. Energies are from the ωB97M-V functional and the def2-TZVPD basis.

Each line ends with the natural charge from an NBO analysis.
Geometry (Å):
1 C 0.968 1.883 -0.561  -0.25
2 C 0.425 0.604 -0.745  -0.03
3 C 4.584 -0.804 1.374  1.04
4 C 1.549 2.440 -1.636  -0.46
5 C 0.796 0.197 -2.070  -0.46
6 C -1.757 -0.564 -0.630  -0.60
7 C -0.374 -0.338 0.094  -0.47
8 O 4.800 -0.114 0.481  -0.55
9 O 4.441 -1.266 2.410  -0.55
10 S 1.550 1.394 -2.980  0.49
11 S 0.617 -1.413 -2.609  -0.03
12 Br 2.829 -2.387 0.190  -0.87
13 H 0.893 2.431 0.427  0.21
14 H 1.785 3.573 -1.666  0.23
15 H -2.474 0.196 -0.474  0.19
16 H -2.125 -1.457 -0.203  0.20
17 H -1.618 -0.787 -1.675  0.22
18 H 0.327 -1.237 0.161  0.28
19 H -0.442 -0.092 1.136  0.21
20 H 1.181 -2.155 -1.655  0.19

Its total energy is -3792.49414 hartree. Its energy above the lowest of the compared OMol25 structures with the same formula, charge and spin is 22.51 kJ/mol. Its net charge is -1. The calculation puts the gap between HOMO and LUMO at 0.270 Ha.

---

13.
Here is 2 unconnected molecules or ions with the total composition C7H8ClNOS in a non-equilibrium geometry from the Open Molecules 2025 dataset. Energies are from the ωB97M-V functional and the def2-TZVPD basis.

Each line ends with the natural charge from an NBO analysis.
Geometry (Å):
1 C 0.113 0.679 1.473  -0.19
2 C 1.260 -0.419 -0.379  -0.18
3 C 0.902 1.786 1.339  -0.22
4 C 2.121 0.627 -0.466  -0.23
5 C 0.274 -0.407 0.615  -0.14
6 C 1.956 1.742 0.390  0.00
7 C -0.874 -1.324 0.606  0.29
8 N -2.226 -0.187 -0.728  -0.90
9 O -0.959 -2.510 -0.111  -0.69
10 S -2.376 -1.042 -2.151  0.19
11 Cl 2.889 3.225 0.067  -0.01
12 H -0.846 0.807 1.898  0.23
13 H 1.324 -1.165 -1.114  0.22
14 H 0.838 2.706 1.967  0.24
15 H 3.026 0.403 -0.997  0.23
16 H -1.533 -1.395 1.414  0.20
17 H -1.381 0.393 -0.731  0.35
18 H -0.751 -2.458 -1.117  0.49
19 H -3.760 -1.462 -1.974  0.13

Its total energy is -1259.78642 hartree. Its energy above the lowest of the compared OMol25 structures with the same formula, charge and spin is 151.81 kJ/mol. Its net charge is 0. The calculation puts the gap between HOMO and LUMO (alpha / beta) at 0.267 / 0.267 Ha.